DFT (ωB97M-V with the def2-TZVPD basis set) results for one molecule with the formula C3H7N3O2.

The geometry in XYZ format:
```
15
Properties=species:S:1:pos:R:3
H 1.777 0.631 1.892
N 1.153 1.170 1.289
C 0.734 0.556 0.277
C -0.739 1.217 -0.437
N -1.735 1.241 0.563
C 1.047 -0.747 -0.246
O 2.264 -1.252 0.063
N 0.318 -1.396 -1.101
O -0.951 -1.818 -0.644
H -1.123 0.753 -1.341
H -0.384 2.209 -0.704
H -1.367 1.603 1.440
H -2.128 0.321 0.727
H 2.393 -2.066 -0.445
H -1.259 -2.422 -1.332
```

The value obtained for the HOMO energy (alpha / beta) is -8.66 / -8.65 eV. As for the energy above the lowest of the compared OMol25 structures with the same formula, charge and spin: 562.01 kJ/mol. The SMILES is [H]/N=C(CN)\C(O)=N/O. The LUMO energy (alpha / beta) is -0.66 / -0.66 eV.


DFT (ωB97M-V with the def2-TZVPD basis set) results for C3H7N3O2 as an isolated structure.

The geometry in XYZ format:
```
15
Properties=species:S:1:pos:R:3
C 0.790 -1.151 -1.324
C -0.309 0.199 1.232
C -1.775 0.847 -0.275
H -0.404 -0.888 -1.721
H 1.424 -1.230 -2.315
H 0.724 -2.373 -0.683
H 0.922 0.831 -0.730
H 1.681 -0.198 1.287
H 0.297 1.007 2.682
H -2.720 0.886 -0.769
N 1.379 -0.046 -0.524
N 0.895 -0.376 0.758
N -0.610 0.872 2.274
O -1.333 -0.186 0.485
O -0.962 1.807 -0.376
```

The value obtained for the HOMO energy is -9.71 eV. As for the energy above the lowest of the compared OMol25 structures with the same formula, charge and spin: 540.91 kJ/mol. The LUMO energy is 0.67 eV.


DFT (ωB97M-V with the def2-TZVPD basis set) results for one molecule with the formula C3H7N3O2.

The geometry in XYZ format:
```
15
Properties=species:S:1:pos:R:3
H -2.843 -1.657 -0.233
N -3.583 -0.785 -0.240
C -2.553 0.112 -0.056
N -1.150 0.156 0.170
O -0.643 1.353 0.660
C 0.436 1.669 -0.128
N 1.403 0.929 -0.545
O 1.233 -0.383 -0.209
C 2.550 -1.008 0.200
H -2.791 1.168 -0.213
H -0.831 -0.587 0.621
H 0.329 2.654 -0.889
H 3.094 -0.311 0.923
H 2.988 -1.288 -0.765
H 2.360 -2.023 0.702
```

The value obtained for the HOMO energy is -9.48 eV. As for the energy above the lowest of the compared OMol25 structures with the same formula, charge and spin: 823.03 kJ/mol. The SMILES is [H]/N=C\NO/C=N\OC. The LUMO energy is 0.62 eV.


DFT (ωB97M-V with the def2-TZVPD basis set) results for C3H7N3OS as an isolated structure.

The geometry in XYZ format:
```
15
Properties=species:S:1:pos:R:3
C -3.061 0.595 0.013
C -1.946 -0.362 0.064
C 1.899 -0.567 -0.219
H -2.766 1.857 -0.784
H -3.313 0.761 1.259
H -4.060 -0.101 -0.625
H -2.424 -1.246 -0.454
H 3.251 -2.190 -0.104
H 1.121 1.332 0.058
H 3.613 0.517 0.544
N -0.742 -0.093 0.248
N 3.007 -1.164 0.038
N 1.929 0.758 -0.355
O 3.167 1.325 0.233
S 0.325 -1.422 0.084
```

The value obtained for the HOMO energy is -8.97 eV. As for the energy above the lowest of the compared OMol25 structures with the same formula, charge and spin: 697.75 kJ/mol. The LUMO energy is 0.16 eV.


DFT (ωB97M-V with the def2-TZVPD basis set) results for C3H7N3OS as an isolated structure.

The geometry in XYZ format:
```
15
Properties=species:S:1:pos:R:3
C -0.198 -0.680 -0.067
C -0.139 0.659 -0.581
C -0.117 1.946 0.169
H 2.327 -3.153 1.398
H 1.415 0.046 1.098
H -2.623 -1.877 -1.192
H -0.675 0.615 -1.537
H -0.080 2.211 1.266
H -0.762 2.835 -0.268
H 1.585 1.636 -1.217
N 0.792 -1.051 0.764
N -1.168 -1.545 -0.317
N 1.038 1.425 -0.367
O -2.148 -0.930 -1.119
S 0.753 -2.135 1.968
```

The value obtained for the HOMO energy is -8.03 eV. As for the energy above the lowest of the compared OMol25 structures with the same formula, charge and spin: 774.20 kJ/mol. The LUMO energy is -0.30 eV.


DFT (ωB97M-V with the def2-TZVPD basis set) results for one molecule with the formula C3H7N3OS.

The geometry in XYZ format:
```
15
Properties=species:S:1:pos:R:3
N 0.552 1.636 0.152
C 0.597 0.323 -0.402
C 1.541 -0.600 0.374
O 1.079 -1.952 0.058
N -0.316 -1.732 -0.012
C -0.537 -0.536 -0.226
N -1.726 0.121 -0.327
S -3.198 -0.375 0.276
H 1.695 2.023 0.404
H 0.046 1.514 1.280
H 1.039 0.532 -1.509
H 2.622 -0.290 -0.063
H 1.578 -0.375 1.478
H -1.727 1.127 -0.742
H -3.242 -1.416 -0.743
```

The value obtained for the HOMO energy is -8.71 eV. As for the energy above the lowest of the compared OMol25 structures with the same formula, charge and spin: 549.94 kJ/mol. The SMILES is N[C@H]1CON=C1NS. The LUMO energy is 0.47 eV.


DFT (ωB97M-V with the def2-TZVPD basis set) results for one molecule with the formula C3H7N3S.

The geometry in XYZ format:
```
14
Properties=species:S:1:pos:R:3
H 1.749 -2.255 0.612
N 2.221 -1.456 0.165
C 1.466 -0.613 -0.352
N 0.090 -0.421 -0.304
C -0.822 -1.413 -0.008
S -2.438 -1.169 -0.074
N -0.336 0.906 -0.745
C -0.521 1.753 0.441
H 1.861 0.246 -0.900
H -0.305 -2.349 0.219
H -1.232 0.786 -1.261
H -1.142 2.608 0.130
H 0.462 2.131 0.788
H -1.053 1.246 1.290
```

The value obtained for the HOMO energy is -9.10 eV. As for the energy above the lowest of the compared OMol25 structures with the same formula, charge and spin: 206.99 kJ/mol. The SMILES is [H]/N=C\N(C=S)NC. The LUMO energy is -0.18 eV.


DFT (ωB97M-V with the def2-TZVPD basis set) results for one molecule with the formula C3H7N3S.

The geometry in XYZ format:
```
14
Properties=species:S:1:pos:R:3
C 0.498 1.886 0.188
C -0.098 0.857 -0.433
C -0.105 -0.508 0.128
N -1.120 -1.309 0.157
N -2.274 -0.936 -0.484
N 1.080 -1.053 0.619
S 2.407 -0.913 -0.496
H 1.019 1.706 1.137
H 0.563 2.897 -0.180
H -0.623 0.967 -1.376
H -3.025 -1.378 0.009
H -2.411 0.112 -0.426
H 0.889 -2.057 0.775
H 3.200 -0.272 0.382
```

The value obtained for the HOMO energy is -8.17 eV. As for the energy above the lowest of the compared OMol25 structures with the same formula, charge and spin: 263.26 kJ/mol. The SMILES is C=C/C(=N\N)NS. The LUMO energy is 0.82 eV.


DFT (ωB97M-V with the def2-TZVPD basis set) results for one molecule with the formula C3H7N3S2.

The geometry in XYZ format:
```
15
Properties=species:S:1:pos:R:3
C -2.391 -0.069 1.177
S -1.905 0.437 -0.617
C 0.016 0.442 -0.434
N 0.388 1.583 0.061
N 1.645 2.068 0.135
C 0.565 -0.904 -0.280
N -0.290 -2.047 -0.175
S 2.100 -0.869 0.202
H -2.275 -1.318 1.406
H -1.962 0.532 1.988
H -3.563 -0.040 1.198
H 1.722 3.133 0.070
H 2.481 1.362 0.223
H 0.156 -2.970 -0.242
H -1.012 -1.831 -0.938
```

The value obtained for the HOMO energy is -8.63 eV. As for the energy above the lowest of the compared OMol25 structures with the same formula, charge and spin: 351.25 kJ/mol. The SMILES is CS/C(=N/N)C(N)=S. The LUMO energy is -0.45 eV.


DFT (ωB97M-V with the def2-TZVPD basis set) results for one molecule with the formula C3H7N3S2.

The geometry in XYZ format:
```
15
Properties=species:S:1:pos:R:3
N 1.785 -0.145 1.512
N 0.745 0.076 0.611
C 1.061 0.176 -0.815
C -0.322 0.372 -1.413
N -1.155 -0.313 -0.395
S -2.812 -0.538 -0.642
C -0.512 -0.383 0.822
S -1.134 -0.874 2.266
H 1.657 0.486 2.273
H 1.644 -1.107 1.902
H 1.756 1.035 -1.004
H 1.586 -0.777 -1.175
H -0.438 -0.075 -2.420
H -0.576 1.442 -1.422
H -3.285 0.625 -0.099
```

The value obtained for the HOMO energy is -8.44 eV. As for the energy above the lowest of the compared OMol25 structures with the same formula, charge and spin: 126.40 kJ/mol. The SMILES is NN1CCN(S)C1=S. The LUMO energy is 0.71 eV.


What is the formula in the tenth record? C3H7N3S2